Molecular formula: C14H37N4O6PSi2
Method: DFT, ωB97M-V/def2-TZVPD

```
! wB97M-V def2-TZVPD RIJCOSX def2/J DEFGRID3
* xyz 0 1
C 5.05555 -1.80400 -1.84556
C 3.66511 -1.20507 -1.15295
P 2.23694 -1.01214 -2.40533
C 1.09526 -2.53986 -2.47925
C 1.96660 -3.96503 -2.44929
Si 1.13896 0.87394 -2.16858
C -0.79834 0.69407 -2.33059
O -1.50968 0.95279 -1.04415
N -2.03082 -0.24350 -0.62756
O -1.77325 -0.26421 0.57814
O 1.64354 1.92170 -3.51669
Si 3.39018 1.92591 -3.70550
H 5.05407 -2.99012 -1.88078
H 5.98558 -1.51744 -1.15476
H 5.24870 -1.32260 -2.91709
H 3.95836 -0.10512 -0.79345
H 3.36877 -1.79055 -0.16320
H 0.28638 -2.60361 -1.63537
H 0.50946 -2.52334 -3.51310
H 1.80173 -4.57385 -1.46252
H 3.12654 -3.76732 -2.60800
H 1.63576 -4.65714 -3.35102
H 1.39213 1.55847 -0.88021
H -0.98712 -0.42010 -2.70779
H -1.23850 1.49861 -3.09060
H 3.98378 0.63240 -4.01532
H 3.69819 2.79887 -4.86732
H 4.08241 2.48414 -2.52125
C 1.89577 -1.14093 2.01535
O 2.99315 -1.50711 1.61350
N 1.67608 -0.30296 3.08755
C 0.34321 0.08386 3.50055
C 2.81238 0.20793 3.82590
H 0.96448 -1.47016 1.52622
H 0.25679 1.17258 3.44118
H 0.18409 -0.24246 4.53224
H -0.41562 -0.37189 2.85879
H 3.45474 0.77333 3.14399
H 3.38239 -0.63435 4.22942
H 2.48272 0.85502 4.64317
C -4.70184 -2.59986 -0.19238
O -5.34493 -3.23707 -1.01712
N -4.89832 -2.63095 1.17163
C -4.09262 -1.84496 2.08257
C -5.94283 -3.47540 1.71316
H -3.88381 -1.92636 -0.49594
H -3.58365 -2.51991 2.77660
H -4.74703 -1.16866 2.63984
H -3.34631 -1.25729 1.54122
H -5.74654 -4.51276 1.42567
H -6.90389 -3.16850 1.28966
H -5.97805 -3.39542 2.80297
C -2.30137 5.84448 0.12486
O -1.92224 6.99469 -0.05708
N -1.50005 4.78971 0.50622
C -2.02696 3.45511 0.70106
C -0.08637 5.02097 0.71929
H -3.35736 5.55850 -0.00937
H -1.83949 3.14843 1.73407
H -1.51872 2.77082 0.01577
H -3.10251 3.42429 0.50712
H 0.03672 5.77534 1.50227
H 0.35584 5.39965 -0.20712
H 0.41584 4.09634 1.01623
*
```

The calculation puts the largest force on an atom at 0.1008 hartree/bohr. The HOMO energy is -8.1 eV. As for the calculated total energy: -2146.25321 Ha. For the molecular weight, the calculation gives 444.6 g/mol.

Atomic partial charges in e from the Löwdin method, atoms 1 to 4: atom 1 (C): -0.19, atom 2 (C): -0.46, atom 3 (P): 0.77, atom 4 (C): -0.47


Molecular formula: C37H47AlBr4Cl2FKMgN2O11S4
Method: DFT, ωB97M-V/def2-TZVPD

```
! wB97M-V def2-TZVPD RIJCOSX def2/J DEFGRID3
* xyz 2 1
C 1.20637 1.82318 -5.21834
C 0.58547 0.30184 -5.50804
S -1.29526 0.25050 -5.38251
C -1.82515 -0.66499 -3.80271
C -0.93050 -0.06874 -2.55355
C 0.39920 -0.95839 -2.08535
Br 0.91774 -2.71755 -2.92509
C 1.31031 -0.32004 -0.85285
C 2.64423 -1.17491 -0.41660
O 2.55644 -1.93736 0.68032
O 3.84695 -1.05361 -1.25503
C 4.31880 -2.35497 -1.75291
C 5.82453 -2.78352 -1.26669
C 6.85074 -1.53484 -0.99308
S 7.73537 -1.62703 0.68584
C 6.42075 -1.17370 1.98771
S 5.29235 0.01599 1.53814
N 6.46536 -1.92894 3.29768
C 5.25196 -2.83209 3.29308
C 5.52155 -4.41445 2.82386
C 4.26908 -5.47245 2.73332
C 2.69767 -5.06438 3.07476
C 2.45079 -3.49651 3.56647
C 3.71061 -2.40739 3.65564
C 6.51985 -1.01765 4.50378
C 5.94364 -1.41223 6.01906
C 6.01700 -0.39480 7.32093
C 6.70690 1.11312 7.22045
C 7.31634 1.52150 5.72444
C 7.23079 0.49362 4.41402
C 0.83708 1.08697 -0.15634
S 1.78875 1.90682 1.23318
C 0.94246 3.47099 1.91829
O 1.92638 0.94597 2.44821
O 3.14998 2.39213 0.64951
C -0.50769 1.83876 -0.71723
N -1.31793 1.24314 -1.88156
C -2.52693 2.09787 -2.31641
H 2.33715 1.75993 -5.58065
H 1.23748 2.05816 -4.06483
H 0.68102 2.65438 -5.85306
H 1.12677 -0.40330 -4.72995
H 0.93983 -0.05807 -6.58727
H -2.98732 -0.45792 -3.67743
H -1.71242 -1.84669 -3.92530
H 4.22170 -2.34778 -2.92902
H 3.58844 -3.21552 -1.36478
H 6.29296 -3.42393 -2.15873
H 5.75612 -3.54713 -0.35487
H 7.72128 -1.61090 -1.80637
H 6.38679 -0.46838 -1.12195
H 6.62560 -4.77454 2.54738
H 4.44234 -6.59342 2.37153
H 1.81369 -5.82579 2.97665
H 1.38473 -3.10658 3.86310
H 3.48148 -1.28508 3.99070
H 5.45248 -2.46704 6.20061
H 5.57026 -0.70272 8.37652
H 6.77768 1.86807 8.13317
H 7.80508 2.60209 5.64798
H 7.72249 0.91490 3.41683
H 0.25571 3.24784 2.84867
H 1.84177 4.15131 2.30130
H 0.41855 4.06940 1.05971
H -0.84950 2.84364 -0.22265
H -3.41862 1.43340 -2.68071
H -2.87593 2.66214 -1.34782
H -2.19864 2.92971 -3.09717
O -5.54326 2.75341 -0.82716
C -5.76352 1.99466 0.11448
O -5.03833 0.86321 0.26622
C -5.06218 0.03442 1.44403
C -6.17331 -0.99328 1.35989
C -6.90429 2.24965 1.05399
H -5.11754 0.63935 2.35399
H -4.09778 -0.48283 1.47654
H -7.15704 -0.51846 1.32210
H -6.14519 -1.66217 2.22494
H -6.07371 -1.59124 0.44756
H -7.80495 1.76776 0.67127
H -7.07282 3.33103 1.10857
H -6.70722 1.92342 2.07421
Cl -5.64294 4.10179 -2.12133
Cl 5.79503 2.87705 9.11916
Mg 4.67917 1.20297 4.09644
F -3.12323 -2.35206 -5.40879
K 3.42266 0.80466 -5.08666
C 11.31044 2.07241 4.47858
Br 9.92632 1.57385 5.75135
Br 11.10995 3.91047 3.87418
Br 13.09341 1.73054 5.17733
H 11.18294 1.43127 3.60011
C 0.68642 -6.42296 -4.16934
O -0.24332 -5.89103 -4.75626
O 1.84065 -5.98298 -4.11618
O 0.61694 -7.48353 -3.53769
Al -7.86459 5.17280 -2.60213
O -9.54038 2.55422 -3.47503
C -10.71376 2.18823 -3.46364
O -11.41726 2.10820 -4.61593
C -12.70883 1.48235 -4.73783
C -13.81860 2.46718 -4.42743
C -11.42167 1.92300 -2.16842
H -12.76952 0.57547 -4.12878
H -12.79779 1.15954 -5.78020
H -13.76556 2.81886 -3.39392
H -14.79779 2.00614 -4.58599
H -13.73645 3.35142 -5.06869
H -11.87947 2.84554 -1.80895
H -10.68379 1.58018 -1.43441
H -12.16874 1.13345 -2.23618
*
```

The calculation puts the largest force on an atom at 0.2275 hartree/bohr. The HOMO energy is -9.7 eV. As for the calculated total energy: -16324.56200 Ha. For the molecular weight, the calculation gives 1324.0 g/mol.

Atomic partial charges in e from the Löwdin method, atoms 1 to 4: atom 1 (C): -0.26, atom 2 (C): -0.54, atom 3 (S): 0.88, atom 4 (C): -0.43


Molecular formula: C9H8ClO
Method: DFT, ωB97M-V/def2-TZVPD

```
! wB97M-V def2-TZVPD RIJCOSX def2/J DEFGRID3
* xyz 1 1
C 1.98002 -1.42154 1.49429
C 1.19692 -0.26489 1.36562
C 1.49590 -2.54715 0.83941
C 0.54385 -2.44748 -0.14258
C 0.16645 -0.18591 0.42651
C -0.74435 0.97547 0.23698
C -1.31827 1.19858 -0.99237
C -2.05188 2.39298 -1.19657
C -2.34121 2.92525 -2.44006
O -0.10697 -1.30826 -0.28869
Cl -2.98767 4.39558 -2.75041
H 2.86646 -1.43121 2.10464
H 1.63975 0.64413 1.88502
H 2.05213 -3.58610 0.94162
H 0.30475 -3.47204 -0.57553
H -0.81197 1.55224 1.21931
H -0.91754 0.63994 -1.75667
H -2.28618 3.03651 -0.41318
H -1.95261 2.57512 -3.33548
*
```

The calculation puts the largest force on an atom at 0.0779 hartree/bohr. The HOMO energy is -12.0 eV. As for the calculated total energy: -882.81984 Ha. For the molecular weight, the calculation gives 167.6 g/mol.

Atomic partial charges in e from the Löwdin method, atoms 1 to 4: atom 1 (C): 0.02, atom 2 (C): 0.03, atom 3 (C): -0.04, atom 4 (C): -0.03


Molecular formula: C5H6O2Pd
Method: DFT, ωB97M-V/def2-TZVPD

```
! wB97M-V def2-TZVPD RIJCOSX def2/J DEFGRID3
* xyz 0 3
C 1.45308 0.08457 0.85598
C 0.50999 -0.07935 -0.01979
C -0.83323 -0.54737 -0.42817
C -1.58874 -1.17605 0.70502
O -2.77156 -1.00030 0.91713
Pd -3.70299 0.47595 0.28008
H 1.84996 -0.02635 1.85889
H -0.71708 -1.32814 -1.20225
H -1.42141 0.26156 -0.88145
H -1.00684 -1.84725 1.36874
C 1.75367 0.63870 -0.54586
O 1.61367 2.00238 -0.83396
H 2.38602 0.11382 -1.27661
H 2.47547 2.42782 -0.79775
*
```

The calculation puts the largest force on an atom at 0.0962 hartree/bohr. The HOMO energy (spin up / spin down) is -5.3 / -9.2 eV. As for the calculated total energy: -472.23405 Ha. For the molecular weight, the calculation gives 204.5 g/mol.

Atomic partial charges in e from the Löwdin method, atoms 1 to 4: atom 1 (C): 0.08, atom 2 (C): -0.16, atom 3 (C): -0.12, atom 4 (C): -0.23


Molecular formula: C8H8N2O5
Method: DFT, ωB97M-V/def2-TZVPD

```
! wB97M-V def2-TZVPD RIJCOSX def2/J DEFGRID3
* xyz 0 1
C -1.91475 2.03641 -1.16807
C -2.88120 1.75918 0.67667
C -1.30029 1.04142 -0.49091
C 2.31102 1.05562 0.41770
C 2.37054 0.90631 -1.17416
C 0.68645 -0.22286 -0.25680
C 1.24296 -2.44030 0.54802
C 0.17077 -1.61888 -0.17444
N -3.00096 2.36595 -0.46922
N -1.91486 0.85078 0.67154
O 3.10982 1.57670 1.13747
O 3.08265 1.46418 -1.93740
O 1.23700 0.37483 0.80798
O 1.46754 -0.07388 -1.43759
O -0.90446 -1.64060 0.68867
H -1.75050 2.60604 -2.09309
H -3.57389 1.82407 1.44365
H 2.25375 -1.90126 0.54962
H 1.31201 -3.39088 0.02896
H 0.89919 -2.56844 1.53274
H -0.01017 -2.00107 -1.12501
H -1.37400 0.35264 1.33910
H -1.51860 -2.35595 0.48459
*
```

The calculation puts the largest force on an atom at 0.1138 hartree/bohr. The HOMO energy (spin up / spin down) is -8.7 / -8.7 eV. As for the calculated total energy: -795.21476 Ha. For the molecular weight, the calculation gives 212.2 g/mol.

Atomic partial charges in e from the Löwdin method, atoms 1 to 4: atom 1 (C): -0.18, atom 2 (C): -0.22, atom 3 (C): -0.04, atom 4 (C): -0.33


Molecular formula: C48H96NO14Rb
Method: DFT, ωB97M-V/def2-TZVPD

```
! wB97M-V def2-TZVPD RIJCOSX def2/J DEFGRID3
* xyz 1 2
Rb 4.40148 -3.18447 -0.67684
C -0.79512 -0.92554 -1.07876
C 0.12953 0.28884 -0.80132
C -0.65991 1.20047 0.20685
C -0.60294 0.79145 1.64950
C 0.82956 0.54522 2.09519
C 1.59319 -0.45764 1.21236
N 1.44689 -0.06945 -0.23666
O 2.32186 -0.80643 -1.17133
C 1.13861 -1.91289 1.57692
C 3.09134 -0.24749 1.59749
C 0.21819 1.14918 -2.10694
H -0.51392 -1.38188 -2.02786
H -1.85328 -0.70177 -1.21417
H -0.58593 -1.72080 -0.36329
H -1.73551 1.18243 0.03117
H -0.44626 2.25235 0.01710
H -1.16433 -0.12955 1.80667
H -1.09307 1.52899 2.28504
H 0.90562 0.22043 3.13289
H 1.29869 1.52815 2.05209
H 0.05683 -1.99499 1.47159
H 1.42371 -2.13367 2.60555
H 1.56631 -2.66291 0.91160
H 3.21354 -0.46346 2.65887
H 3.48679 0.75376 1.42661
H 3.66381 -0.99179 1.04394
H -0.69968 1.68706 -2.34421
H 0.47467 0.48799 -2.93468
H 0.94467 1.94350 -1.93555
C 0.70308 -5.71438 -3.18938
C 1.71360 -4.60600 -3.19393
O 2.82260 -4.72668 -2.69007
C 1.27542 -3.44050 -4.02950
H 1.16279 -6.60093 -2.75258
H 0.46758 -5.92432 -4.23272
H -0.16269 -5.48724 -2.56733
H 2.07552 -2.70152 -4.07254
H 0.28880 -3.08753 -3.72934
H 1.19051 -3.82510 -5.04585
C -5.36816 0.80775 -3.21454
C -5.44374 0.58816 -1.71888
O -6.05145 -0.45002 -1.34612
C -4.73190 1.55379 -0.80689
H -5.98816 1.65934 -3.49472
H -5.79384 -0.09081 -3.66119
H -4.35154 0.96437 -3.57518
H -5.11448 1.36642 0.19642
H -4.81472 2.60200 -1.09413
H -3.69897 1.21345 -0.87982
C 3.21846 3.15389 3.37400
C 4.53591 3.71071 2.77393
O 4.71561 4.91845 2.51693
C 5.59319 2.62130 2.34637
H 2.44766 3.06626 2.60830
H 2.87407 3.81847 4.16636
H 3.30718 2.11558 3.69357
H 5.07075 2.07022 1.56441
H 5.87622 1.91707 3.12871
H 6.48779 3.10254 1.95116
C 1.31463 -0.22279 6.18216
C 0.49251 -0.86576 7.26226
O -0.44825 -1.64019 6.96780
C 0.78698 -0.53014 8.70824
H 2.35598 -0.54479 6.18233
H 1.27269 0.86254 6.27381
H 0.88722 -0.49376 5.21677
H 0.82111 -1.47186 9.25606
H -0.03416 0.08506 9.07615
H 1.73928 -0.00050 8.73495
C 1.19449 2.86892 -5.28880
C 2.68732 2.45263 -5.41920
O 3.08422 1.33376 -5.03612
C 3.63429 3.54155 -6.00019
H 0.87785 2.98953 -4.25280
H 0.49955 2.33263 -5.93497
H 1.18065 3.87158 -5.71608
H 3.23209 3.96340 -6.92127
H 4.62086 3.13094 -6.21505
H 3.77067 4.40285 -5.34623
C -3.67222 4.31945 -5.36798
C -3.44992 4.52341 -3.89906
O -4.20958 5.14596 -3.16213
C -2.25494 3.79635 -3.21210
H -4.15318 5.23818 -5.70369
H -4.34578 3.47114 -5.48962
H -2.72155 4.12662 -5.86512
H -1.59805 3.35377 -3.96091
H -2.68395 3.01092 -2.58990
H -1.70829 4.57910 -2.68619
C -0.71355 -1.04836 -5.05821
C -1.80031 -0.36577 -5.88754
O -2.62784 0.38564 -5.38494
C -1.76799 -0.53497 -7.36138
H 0.25519 -0.66152 -5.37443
H -0.90650 -2.10915 -5.21820
H -0.87266 -0.86550 -3.99551
H -0.79133 -0.82666 -7.74760
H -2.17816 0.33566 -7.87310
H -2.37778 -1.43389 -7.45196
C 2.69215 3.90396 -0.35282
C 2.47734 4.27069 -1.79806
O 3.27502 3.85868 -2.67020
C 1.35833 5.22671 -2.16207
H 2.36336 2.87059 -0.24258
H 2.12818 4.55047 0.31954
H 3.74457 3.83520 -0.07753
H 1.04133 5.09582 -3.19671
H 1.68149 6.26658 -2.21023
H 0.52558 5.20907 -1.45900
C -5.52866 -3.90179 -2.92246
C -4.01301 -4.14246 -2.92224
O -3.50473 -5.16149 -2.44433
C -3.17459 -2.91134 -3.22277
H -5.97503 -4.57408 -2.18974
H -5.92653 -4.35027 -3.83276
H -5.85883 -2.90354 -2.63506
H -3.30039 -2.52621 -4.23468
H -2.14008 -3.24724 -3.15169
H -3.32781 -2.10116 -2.50986
C -2.38151 -0.53421 4.24316
C -3.42479 -1.49728 4.82154
O -4.34314 -1.01333 5.44926
C -3.17827 -2.98084 4.59908
H -2.64008 -0.45871 3.18697
H -1.33995 -0.81313 4.40274
H -2.48781 0.43721 4.72601
H -3.08548 -3.13216 3.52363
H -4.04813 -3.59328 4.83650
H -2.31934 -3.29813 5.19041
C 3.45713 -3.66110 4.02505
C 4.64508 -2.92667 3.42035
O 4.92451 -3.14755 2.23669
C 5.57449 -2.14726 4.38129
H 3.82013 -4.39104 4.74859
H 2.87358 -4.25081 3.31807
H 2.73446 -2.95825 4.43960
H 4.83667 -1.66498 5.02248
H 6.12895 -1.36713 3.85970
H 6.19315 -2.83737 4.95497
C 0.27403 -5.18008 2.70137
C -0.73137 -5.88903 1.87353
O -1.01969 -7.08864 2.04420
C -1.51130 -5.00047 0.85292
H 0.62717 -5.79970 3.52567
H -0.03694 -4.18817 3.02927
H 1.22261 -5.02547 2.18718
H -0.83288 -4.55482 0.12543
H -1.88037 -4.12538 1.38782
H -2.36535 -5.50128 0.39699
C -0.48078 4.38282 3.04407
C -0.39908 4.36461 4.55776
O -0.22614 5.41147 5.17340
C -0.35836 3.00305 5.21596
H -0.03638 5.29909 2.65537
H -1.50638 4.36240 2.67553
H 0.06342 3.52953 2.63929
H 0.67631 2.66691 5.14829
H -1.01406 2.30592 4.69428
H -0.69528 3.11986 6.24598
*
```

The calculation puts the largest force on an atom at 0.1146 hartree/bohr. The HOMO energy (spin up / spin down) is -11.2 / -11.2 eV. As for the calculated total energy: -3018.37293 Ha. For the molecular weight, the calculation gives 996.8 g/mol.

Atomic partial charges in e from the Löwdin method, atoms 1 to 4: atom 1 (Rb): 0.90, atom 2 (C): 0.00, atom 3 (C): -0.43, atom 4 (C): -0.13


Q: Which value of calculated total energy does entry 1 give?
A: -2146.25321 Ha